# 1
C25H41N2PRe | wB97M-V/def2-TZVPD

Atoms and positions in Å:
C (-2.721, 0.274, -4.741)
C (-2.367, -0.985, -4.267)
C (-1.470, -1.173, -3.203)
C (-0.971, -0.041, -2.504)
C (-1.243, 1.237, -3.074)
C (-2.152, 1.392, -4.124)
C (-1.146, -2.597, -2.870)
C (0.190, -2.994, -2.233)
N (1.149, -1.908, -2.028)
Re (0.001, -0.025, -0.625)
C (-0.483, 2.417, -2.559)
P (0.992, 1.726, -1.603)
H (-2.790, -1.865, -4.754)
H (-2.379, 2.392, -4.480)
H (-3.419, 0.391, -5.570)
H (-1.084, 3.049, -1.880)
H (-0.081, 3.061, -3.356)
H (-1.952, -3.009, -2.233)
H (-1.214, -3.187, -3.799)
H (0.019, -3.487, -1.272)
C (1.374, 3.170, -0.550)
C (2.294, 1.839, -2.853)
H (0.697, -3.728, -2.885)
C (1.688, -1.464, -3.322)
C (2.246, -2.347, -1.160)
H (-0.372, 1.422, 0.174)
H (2.092, -2.346, -3.839)
H (0.908, -1.004, -3.933)
H (2.487, -0.739, -3.158)
H (2.836, -3.116, -1.680)
H (2.873, -1.488, -0.899)
H (1.841, -2.753, -0.229)
H (2.485, 2.898, -3.067)
H (3.201, 1.376, -2.449)
H (2.011, 1.335, -3.784)
H (1.249, 4.102, -1.120)
H (0.704, 3.192, 0.317)
H (2.404, 3.062, -0.192)
H (0.428, 1.190, 0.523)
C (1.401, 0.264, 6.034)
C (0.851, 0.780, 4.733)
C (0.630, 2.156, 4.563)
C (-0.014, 2.659, 3.430)
C (-0.188, 4.141, 3.260)
C (-0.493, 1.748, 2.473)
C (-0.102, 0.382, 2.523)
C (0.538, -0.085, 3.690)
N (-0.330, -0.482, 1.412)
C (-1.037, -1.727, 1.702)
C (-0.012, -2.821, 2.070)
C (-2.003, -1.552, 2.890)
C (-1.836, -2.092, 0.453)
H (2.363, 0.731, 6.277)
H (0.718, 0.488, 6.866)
H (1.537, -0.824, 5.994)
H (0.947, 2.851, 5.345)
H (-0.926, 4.546, 3.967)
H (0.759, 4.667, 3.447)
H (-0.521, 4.393, 2.247)
H (-1.178, 2.091, 1.691)
H (0.797, -1.148, 3.772)
H (1.000, -2.409, 2.165)
H (-0.286, -3.284, 3.027)
H (0.013, -3.623, 1.319)
H (-2.688, -0.715, 2.720)
H (-2.603, -2.465, 2.999)
H (-1.465, -1.398, 3.833)
H (-1.835, -1.264, -0.319)
H (-1.469, -3.017, -0.013)
H (-2.892, -2.260, 0.715)

frontier orbital gap (alpha / beta)	7.318 / 4.963	eV
molar mass	586.8	g mol⁻¹
calculated total energy	-1505.61849	a.u.
multiplicity	4
energy relative to the best compared isomer or geometry (same formula, charge and spin)	0.00	kJ/mol
net charge	+2
⟨S²⟩	3.80

Mulliken population analysis, charges in e, atoms 1 to 8: number 1, C, carries -0.921; number 2, C, carries -0.724; number 3, C, carries 1.175; number 4, C, carries 0.507; number 5, C, carries 0.335; number 6, C, carries -0.789; number 7, C, carries -1.511; number 8, C, carries -0.791

=====

# 2
C10H28BrN2O3 | wB97M-V/def2-TZVPD

Atoms and positions in Å:
Br (2.323, 1.680, 0.197)
C (1.471, 3.094, 4.415)
C (2.894, 3.690, 4.066)
O (3.825, 2.682, 3.563)
H (1.223, 2.369, 3.639)
H (0.668, 3.821, 4.534)
H (1.546, 2.518, 5.337)
H (3.302, 4.142, 4.970)
H (3.011, 4.401, 3.248)
H (3.284, 2.275, 2.882)
C (-2.233, 2.231, 0.083)
C (-2.044, 0.897, -0.696)
C (-3.016, 0.718, -1.938)
O (-2.626, -0.493, -2.592)
C (-3.493, -0.784, -3.731)
N (-0.609, 0.834, -1.084)
H (-1.458, 2.281, 0.848)
H (-3.185, 2.216, 0.614)
H (-2.194, 3.201, -0.413)
H (-2.112, 0.004, -0.076)
H (-2.925, 1.485, -2.707)
H (-4.064, 0.617, -1.655)
H (-3.187, -0.315, -4.666)
H (-4.579, -0.726, -3.648)
H (-3.299, -1.825, -3.992)
H (-0.172, 1.203, -0.251)
H (-0.297, 1.525, -1.750)
C (3.177, -3.243, -0.735)
C (1.826, -2.706, -1.224)
C (0.643, -2.795, -0.231)
O (-0.603, -2.519, -0.796)
C (-1.587, -2.458, 0.215)
N (1.876, -1.335, -1.704)
H (3.915, -3.104, -1.525)
H (3.174, -4.273, -0.376)
H (3.586, -2.795, 0.171)
H (1.525, -3.412, -1.998)
H (0.841, -2.125, 0.605)
H (0.592, -3.781, 0.230)
H (-1.313, -1.822, 1.056)
H (-1.941, -3.384, 0.668)
H (-2.478, -2.065, -0.276)
H (2.017, -0.646, -0.979)
H (2.690, -1.280, -2.298)

frontier orbital gap (alpha / beta)	1.680 / 7.423	eV
molar mass	304.2	g mol⁻¹
calculated total energy	-3306.92279	a.u.
multiplicity	2
net charge	-2
⟨S²⟩	0.75

Mulliken population analysis, charges in e, atoms 1 to 8: number 1, Br, carries -0.896; number 2, C, carries -0.863; number 3, C, carries -0.265; number 4, O, carries -0.511; number 5, H, carries 0.257; number 6, H, carries 0.295; number 7, H, carries 0.241; number 8, H, carries 0.259

=====

# 3
C36H61BrF5IrNOSSbSi | wB97M-V/def2-TZVPD

Atoms and positions in Å:
Ir (1.049, 0.091, -0.122)
O (-0.134, 0.214, 1.868)
C (0.135, 1.489, 2.480)
C (0.284, 2.572, 1.446)
C (0.125, 3.901, 1.787)
C (0.275, 4.868, 0.810)
C (0.565, 4.479, -0.494)
C (0.721, 3.142, -0.763)
N (0.600, 2.198, 0.195)
H (-1.059, 0.216, 1.562)
H (1.062, 1.379, 3.042)
H (-0.658, 1.741, 3.182)
H (-0.129, 4.166, 2.807)
H (0.155, 5.916, 1.054)
H (0.665, 5.204, -1.292)
H (0.943, 2.795, -1.765)
F (-3.489, -5.488, 0.478)
C (-2.577, -4.649, 0.087)
C (-2.807, -3.281, 0.201)
F (-3.940, -2.843, 0.702)
C (-1.844, -2.402, -0.218)
F (-2.111, -1.109, -0.128)
C (-0.626, -2.842, -0.770)
S (0.583, -1.806, -1.437)
C (-0.436, -4.231, -0.876)
F (0.692, -4.690, -1.379)
C (-1.385, -5.125, -0.446)
F (-1.177, -6.418, -0.536)
C (6.019, -2.625, -0.069)
C (4.503, -2.632, -0.201)
C (3.827, -3.485, 0.872)
C (4.068, -3.066, -1.596)
Sb (3.766, -0.556, 0.135)
C (4.371, 0.636, -1.649)
C (3.291, 0.409, -2.707)
C (5.729, 0.183, -2.175)
C (4.414, 2.107, -1.241)
C (4.511, 0.306, 2.025)
C (3.791, -0.479, 3.119)
C (6.026, 0.162, 2.115)
C (4.083, 1.772, 2.050)
H (6.387, -3.619, -0.351)
H (6.348, -2.437, 0.950)
H (6.498, -1.906, -0.734)
H (4.081, -4.537, 0.698)
H (2.737, -3.403, 0.834)
H (4.162, -3.229, 1.877)
H (4.340, -4.122, -1.720)
H (4.570, -2.510, -2.388)
H (2.991, -3.000, -1.742)
H (3.265, -0.622, -3.071)
H (3.473, 1.066, -3.565)
H (2.287, 0.662, -2.347)
H (5.735, -0.861, -2.486)
H (6.523, 0.335, -1.441)
H (5.983, 0.784, -3.057)
H (3.492, 2.437, -0.753)
H (4.553, 2.721, -2.142)
H (5.253, 2.317, -0.577)
H (4.106, -1.523, 3.154)
H (2.702, -0.453, 3.004)
H (4.035, -0.033, 4.091)
H (6.338, -0.877, 2.196)
H (6.370, 0.675, 3.022)
H (6.543, 0.621, 1.268)
H (3.032, 1.910, 1.772)
H (4.696, 2.392, 1.399)
H (4.209, 2.151, 3.072)
C (-5.410, 5.465, -1.650)
C (-4.183, 4.713, -1.100)
C (-3.300, 5.721, -0.348)
C (-3.348, 4.186, -2.277)
Si (-4.754, 3.320, 0.080)
Br (-2.846, 2.069, 0.399)
C (-5.200, 3.895, 1.852)
C (-5.806, 2.750, 2.674)
C (-3.967, 4.389, 2.633)
C (-6.214, 5.056, 1.767)
C (-6.006, 2.091, -0.681)
C (-5.709, 1.876, -2.173)
C (-5.937, 0.715, -0.002)
C (-7.424, 2.674, -0.536)
H (-5.071, 6.303, -2.272)
H (-6.036, 5.880, -0.856)
H (-6.039, 4.831, -2.278)
H (-2.917, 6.460, -1.066)
H (-2.441, 5.232, 0.121)
H (-3.851, 6.270, 0.416)
H (-3.047, 5.042, -2.896)
H (-3.896, 3.500, -2.919)
H (-2.439, 3.684, -1.936)
H (-5.149, 1.876, 2.705)
H (-6.785, 2.439, 2.308)
H (-5.942, 3.095, 3.706)
H (-3.287, 3.565, 2.863)
H (-4.306, 4.812, 3.588)
H (-3.406, 5.165, 2.115)
H (-7.112, 4.789, 1.206)
H (-5.780, 5.949, 1.311)
H (-6.534, 5.334, 2.779)
H (-4.696, 1.497, -2.340)
H (-5.851, 2.781, -2.765)
H (-6.406, 1.125, -2.567)
H (-4.965, 0.240, -0.151)
H (-6.695, 0.062, -0.457)
H (-6.144, 0.751, 1.067)
H (-7.513, 3.670, -0.978)
H (-7.749, 2.729, 0.503)
H (-8.136, 2.024, -1.061)

frontier orbital gap (alpha / beta)	7.902 / 4.330	eV
molar mass	1072.9	g mol⁻¹
calculated total energy	-5643.34559	a.u.
multiplicity	5
net charge	+2
⟨S²⟩	6.03

Mulliken population analysis, charges in e, atoms 1 to 8: number 1, Ir, carries 2.555; number 2, O, carries -0.621; number 3, C, carries -1.033; number 4, C, carries 0.946; number 5, C, carries -0.944; number 6, C, carries -0.604; number 7, C, carries -0.694; number 8, C, carries -0.713

=====

# 4
C3H6N2O4 | wB97M-V/def2-TZVPD

Atoms and positions in Å:
O (-1.219, 0.980, -0.756)
C (-0.785, -0.141, -0.743)
O (-0.729, -0.961, -1.807)
O (-0.757, -0.960, 0.420)
C (-1.309, -0.399, 1.614)
O (-0.298, -0.035, 2.485)
H (-0.674, -0.418, -2.606)
H (-1.891, -1.187, 2.080)
H (-1.971, 0.444, 1.370)
H (0.289, 0.598, 2.032)
N (1.681, 0.059, 0.338)
C (1.568, 0.417, -0.842)
N (1.684, 0.852, -1.977)
H (2.068, -0.824, 0.642)
H (2.342, 1.576, -2.248)

frontier orbital gap	10.724	eV
molar mass	134.1	g mol⁻¹
SMILES string	O=C(O)OCO.N=C=N
calculated total energy	-528.35260	a.u.
energy relative to the best compared isomer or geometry (same formula, charge and spin)	271.97	kJ/mol

Mulliken population analysis, charges in e, atoms 1 to 8: number 1, O, carries -0.522; number 2, C, carries 0.633; number 3, O, carries -0.449; number 4, O, carries -0.305; number 5, C, carries -0.228; number 6, O, carries -0.531; number 7, H, carries 0.406; number 8, H, carries 0.236